1.
92
Properties=species:S:1:pos:R:3 method="wB97M-V/def2-TZVPD" gap_ev=8.296 charge=-2 fmax_ev_per_a=3.02
C -0.23 -0.02 0.14
O -0.60 -0.39 -1.04
O -0.63 1.16 0.54
O 0.45 -0.76 0.95
C -4.16 1.51 -1.81
O -5.33 1.89 -1.82
N -3.64 0.75 -0.80
N -3.25 1.71 -2.79
H -4.24 0.57 -0.01
H -2.68 0.42 -0.80
H -2.31 1.45 -2.60
H -3.47 1.97 -3.73
C 3.22 0.54 4.21
O 3.30 1.14 5.30
N 2.14 0.68 3.39
N 4.19 -0.27 3.74
H 2.09 0.12 2.56
H 1.38 1.27 3.61
H 4.91 -0.48 4.41
H 4.16 -0.87 2.92
C -0.21 -4.42 0.19
O -0.56 -5.60 0.08
N 0.91 -3.88 -0.34
N -1.03 -3.50 0.83
H 1.06 -2.93 -0.02
H 1.68 -4.41 -0.69
H -2.00 -3.72 0.94
H -0.71 -2.55 0.74
C -2.50 4.26 0.99
O -3.34 5.16 0.93
N -2.12 3.67 2.18
N -1.73 3.84 -0.03
H -1.44 2.94 2.21
H -2.60 3.78 3.05
H -1.21 2.98 0.02
H -1.83 4.32 -0.91
C 0.32 -2.95 4.20
O 0.68 -3.10 5.38
N -0.96 -3.12 3.78
N 1.15 -2.51 3.25
H -1.74 -3.47 4.30
H -1.20 -2.96 2.81
H 0.72 -1.89 2.57
H 2.14 -2.52 3.44
C 2.60 -0.77 -3.40
O 3.33 -1.04 -4.37
N 1.51 -1.49 -3.06
N 2.88 0.33 -2.62
H 0.92 -1.21 -2.28
H 1.22 -2.23 -3.69
H 3.71 0.76 -3.01
H 2.14 0.97 -2.37
C -0.61 0.43 -5.32
O -0.62 -0.79 -5.50
N -0.39 1.30 -6.34
N -0.73 0.99 -4.08
H -0.21 2.27 -6.18
H -0.22 0.78 -7.19
H -0.62 1.98 -4.21
H -0.71 0.48 -3.21
C 1.99 3.52 -0.46
O 2.64 4.47 -0.88
N 2.11 2.95 0.76
N 0.94 2.99 -1.18
H 2.88 3.28 1.32
H 1.39 2.37 1.16
H 0.23 2.50 -0.66
H 0.85 3.28 -2.13
C 4.20 -0.78 0.56
O 4.35 -1.68 1.40
N 3.03 -0.23 0.22
N 5.29 -0.29 -0.13
H 2.10 -0.52 0.56
H 3.01 0.27 -0.66
H 6.17 -0.29 0.35
H 5.15 0.30 -0.93
C -2.00 0.34 3.96
O -2.70 0.38 4.98
N -2.47 0.24 2.69
N -0.64 0.50 4.01
H -3.44 0.46 2.55
H -1.80 0.42 1.96
H -0.20 0.85 4.84
H -0.18 0.47 3.12
C -3.47 -2.56 -2.43
O -4.14 -3.34 -3.13
N -2.15 -2.34 -2.67
N -3.99 -2.08 -1.26
H -1.86 -2.50 -3.62
H -1.62 -1.90 -1.92
H -3.81 -1.14 -0.91
H -4.86 -2.48 -0.96



2.
93
Properties=species:S:1:pos:R:3 method="wB97M-V/def2-TZVPD" gap_ev=8.284 charge=-1 fmax_ev_per_a=7.39
O 20.88 -10.78 28.63
C 20.06 -10.17 29.46
O 20.26 -10.40 30.68
O 19.04 -9.56 29.13
H 21.50 -10.94 29.34
C 19.64 -6.48 26.39
O 19.80 -6.84 25.27
N 18.78 -7.01 27.16
N 20.29 -5.52 26.90
H 18.37 -7.91 26.95
H 18.68 -6.51 28.04
H 21.11 -5.19 26.41
H 20.01 -5.17 27.81
C 21.95 -6.23 29.78
O 22.90 -5.50 29.50
N 20.64 -5.82 29.77
N 21.92 -7.56 29.95
H 20.17 -6.58 30.24
H 20.58 -4.83 29.99
H 22.80 -8.04 30.06
H 21.04 -8.06 30.02
C 25.06 -9.13 28.92
O 24.00 -9.72 29.18
N 26.22 -9.54 29.16
N 25.08 -7.86 28.59
H 26.32 -10.44 29.60
H 27.01 -8.91 29.19
H 25.82 -7.20 28.41
H 24.15 -7.51 28.41
C 21.36 -14.62 30.73
O 22.51 -14.38 30.71
N 20.46 -13.98 30.04
N 20.73 -15.41 31.59
H 20.83 -13.57 29.20
H 19.49 -14.27 30.13
H 21.31 -15.78 32.33
H 19.77 -15.71 31.54
C 20.70 -12.79 34.48
O 20.32 -13.47 35.38
N 20.18 -12.83 33.27
N 21.54 -11.82 34.59
H 20.33 -12.15 32.53
H 19.70 -13.71 33.22
H 21.86 -11.48 35.48
H 21.94 -11.58 33.69
C 16.10 -7.64 28.94
O 14.99 -7.22 28.99
N 17.14 -7.19 29.61
N 16.33 -8.79 28.33
H 18.03 -7.63 29.41
H 17.06 -6.36 30.18
H 15.49 -9.22 27.96
H 17.26 -9.20 28.36
C 25.53 -13.06 29.39
O 26.53 -12.40 29.13
N 24.35 -12.57 29.58
N 25.53 -14.33 29.69
H 23.56 -13.16 29.78
H 24.22 -11.58 29.41
H 24.64 -14.76 29.88
H 26.36 -14.90 29.64
C 22.70 -9.71 25.88
O 23.25 -8.94 25.14
N 21.44 -9.72 26.13
N 23.16 -10.73 26.49
H 21.17 -10.20 26.97
H 20.81 -9.42 25.39
H 22.71 -10.88 27.39
H 24.12 -10.99 26.31
C 16.60 -12.12 30.79
O 15.73 -12.76 31.25
N 17.49 -11.48 31.48
N 16.71 -12.10 29.51
H 17.52 -11.55 32.49
H 18.28 -11.25 30.89
H 16.26 -12.85 29.01
H 17.19 -11.27 29.19
C 17.55 -10.95 25.99
O 17.38 -9.82 25.67
N 18.82 -11.38 26.30
N 16.66 -11.88 26.03
H 19.63 -10.78 26.42
H 18.96 -12.36 26.46
H 16.98 -12.82 25.81
H 15.77 -11.46 25.83
C 19.27 -7.73 33.21
O 18.86 -6.67 33.75
N 18.39 -8.66 33.05
N 20.45 -8.22 33.13
H 18.37 -9.20 32.19
H 17.53 -8.33 33.44
H 20.51 -9.11 32.66
H 21.14 -7.54 33.40



3.
82
Properties=species:S:1:pos:R:3 method="wB97M-V/def2-TZVPD" gap_ev=1.823 charge=+2 fmax_ev_per_a=3.93
In -0.32 -3.96 0.17
N 0.36 -1.16 0.64
S 1.66 -0.22 0.79
O 1.92 0.34 2.06
O 1.92 0.61 -0.35
F 2.76 -1.34 0.65
S -0.79 0.01 0.57
O -1.07 0.53 -0.72
O -0.88 0.87 1.70
F -2.04 -0.91 0.83
C 2.48 -4.28 -2.41
O 2.17 -3.59 -1.22
H 3.41 -4.86 -2.29
H 1.74 -5.05 -2.62
H 2.59 -3.62 -3.27
H 2.77 -2.83 -1.16
C 4.21 -1.01 -3.06
O 4.17 -1.60 -1.77
H 5.22 -0.66 -3.29
H 3.97 -1.76 -3.81
H 3.56 -0.14 -3.15
H 4.33 -0.89 -1.14
C 3.25 -4.61 1.88
O 2.21 -3.63 1.99
H 3.13 -5.46 2.56
H 3.21 -5.02 0.87
H 4.23 -4.16 2.07
H 2.14 -3.38 2.92
C -3.80 -2.85 -1.89
O -2.89 -2.98 -0.79
H -3.83 -1.83 -2.26
H -3.52 -3.53 -2.69
H -4.80 -3.14 -1.57
H -3.42 -2.72 -0.02
C -1.88 1.62 -4.02
O -1.91 2.16 -2.70
H -2.51 0.74 -4.09
H -2.12 2.39 -4.74
H -0.85 1.28 -4.23
H -1.49 1.52 -2.11
C 1.47 3.70 -2.24
O 2.09 4.92 -1.83
H 0.62 3.54 -1.57
H 1.19 3.76 -3.29
H 2.19 2.90 -2.08
H 1.39 5.58 -1.78
C 0.36 -1.57 -3.08
O -0.40 -2.71 -2.68
H -0.06 -1.10 -3.97
H 0.35 -0.79 -2.30
H 1.40 -1.85 -3.22
H -0.82 -3.05 -3.47
C 2.45 4.01 1.61
O 3.79 4.24 1.94
H 1.92 4.09 2.58
H 2.04 4.76 0.90
H 2.38 3.00 1.22
H 3.87 5.05 2.45
C -1.01 3.22 4.11
O -2.24 3.21 4.80
H -0.39 2.37 4.40
H -1.22 3.27 3.04
H -0.48 4.15 4.35
H -2.99 3.02 4.23
C -4.08 0.89 2.84
O -4.82 1.20 3.98
H -4.70 0.47 2.03
H -3.61 1.78 2.42
H -3.33 0.11 3.00
H -5.42 0.48 4.18
C -2.04 4.05 0.16
O -3.03 3.81 -0.78
H -1.33 3.21 0.25
H -1.46 4.93 -0.17
H -2.50 4.22 1.13
H -2.60 3.38 -1.55
C -1.06 -2.85 3.56
O -1.90 -3.15 2.44
H -0.12 -2.47 3.17
H -1.49 -2.05 4.16
H -0.90 -3.75 4.16
H -2.81 -2.90 2.59



Number 1: calculated total energy -2742.30375 Eh. Number 2: calculated total energy -2742.59851 Eh. Number 3: calculated total energy -2929.79819 Eh.